18
Properties=species:S:1:pos:R:3 method="wB97M-V/def2-TZVPD" largest_force_ev_per_a=1.0 homo_ev="-6.969 / -7.266" e_lumo_ha="0.033 / 0.034"
C -2.0617 1.2465 -1.4156
C -0.6197 0.9421 -0.9939
C -0.5314 0.1762 0.2810
C 2.0320 -1.7267 -0.1083
O 0.1489 0.6738 1.2555
C 0.4469 0.1453 2.4178
H -2.6383 0.3221 -1.5318
H -2.5638 1.8635 -0.6636
H -2.0873 1.7790 -2.3724
H -0.0574 1.8737 -0.8660
H -0.1222 0.3850 -1.8035
H -0.9737 -0.8086 0.4256
H 1.2266 -2.4249 -0.3508
H 2.9737 -2.2766 -0.0347
H 2.1120 -0.9774 -0.9003
H -0.0367 -0.7831 2.7029
H 1.8292 -1.2339 0.8506
H 0.9229 0.8240 3.1077

18
Properties=species:S:1:pos:R:3 method="wB97M-V/def2-TZVPD" smiles="C=CO.CCC" largest_force_ev_per_a=1.8 homo_ev=-9.427 e_lumo_ha=0.034
C -0.7683 1.0362 2.3213
C 0.2805 0.4310 1.7554
O 0.6833 -0.8109 2.2395
H -1.3915 1.7112 1.7450
H -1.0697 0.6954 3.2988
H 0.9803 0.9289 1.0984
H 1.5160 -0.6640 2.6735
C -1.2544 -0.0386 -2.4455
C 0.1641 0.4096 -2.0175
C 0.8573 -0.8616 -1.4103
H -1.4682 0.0212 -3.5120
H -2.0011 0.5582 -1.8974
H -1.4994 -1.0124 -2.0163
H 0.1060 1.2104 -1.2766
H 0.9247 0.7725 -2.7063
H 0.7142 -1.7561 -2.0108
H 1.9302 -0.6339 -1.4082
H 0.3926 -0.9700 -0.4304

18
Properties=species:S:1:pos:R:3 method="wB97M-V/def2-TZVPD" smiles=C1CCCC1.O largest_force_ev_per_a=3.4 homo_ev=-10.789 e_lumo_ha=0.023
C -0.2323 1.9540 0.6132
C -0.5047 1.9638 -0.8465
C -0.7074 0.5247 -1.2481
C -1.0608 -0.2245 0.0614
C -0.0626 0.4482 0.9054
H -1.1581 2.3097 1.1051
H 0.6192 2.4990 1.0643
H 0.3091 2.4500 -1.4181
H -1.4160 2.5804 -0.9676
H 0.0947 -0.0205 -1.7817
H -1.6524 0.3579 -1.7999
H -0.9686 -1.3228 -0.0419
H -2.1018 -0.0013 0.3647
H -0.2250 0.2118 1.9746
H 0.8758 -0.0472 0.5900
O 2.8425 -4.8095 0.1808
H 2.9357 -3.8303 0.2099
H 2.4127 -5.0432 1.0345

18
Properties=species:S:1:pos:R:3 method="wB97M-V/def2-TZVPD" smiles="CC(C)CC=O.[H][H]" largest_force_ev_per_a=1.0 homo_ev=-9.718 e_lumo_ha=0.038
C -0.9510 0.8031 -0.9733
C -0.5853 -0.4624 -0.1894
C -1.7765 -0.9202 0.6559
C 0.6413 -0.2963 0.7155
C 2.0065 -0.2720 0.0713
O 3.0275 -0.1020 0.6994
H -0.1654 1.1051 -1.6750
H -1.1378 1.6452 -0.2948
H -1.8666 0.6424 -1.5560
H -0.3606 -1.2574 -0.9154
H -2.0538 -0.1488 1.3856
H -1.5445 -1.8358 1.2110
H -2.6527 -1.1192 0.0301
H 0.5280 0.5570 1.3979
H 0.7472 -1.1802 1.3550
H 2.0318 -0.4923 -1.0199
H 1.7448 1.7142 -0.6467
H 2.3670 1.6195 -0.2514

18
Properties=species:S:1:pos:R:3 method="wB97M-V/def2-TZVPD" smiles=CCCCOC largest_force_ev_per_a=0.3 homo_ev=-9.698 e_lumo_ha=0.041
C 0.5569 2.4109 -0.0744
C -0.4494 1.2927 0.1848
C 0.1998 0.0874 0.8726
C -0.6103 -1.2222 0.8016
O 0.1159 -2.2747 0.1957
C 0.1629 -2.1663 -1.2044
H 1.0431 2.7260 0.8560
H 0.0881 3.2918 -0.5258
H 1.3420 2.0621 -0.7557
H -0.8945 0.9758 -0.7694
H -1.2800 1.6720 0.7954
H 1.1763 -0.1112 0.4110
H 0.4182 0.3412 1.9179
H -0.8677 -1.5846 1.8013
H -1.5560 -1.0562 0.2569
H 0.9176 -2.8717 -1.5656
H 0.4464 -1.1558 -1.5395
H -0.8093 -2.4172 -1.6585

18
Properties=species:S:1:pos:R:3 method="wB97M-V/def2-TZVPD" smiles="CC(C)=O.[H][H].C=C" largest_force_ev_per_a=0.5 homo_ev=-9.677 e_lumo_ha=0.035
C -1.9327 -0.7202 0.5062
C -1.2510 0.4696 -0.1390
C -0.6559 1.5246 0.7758
O -1.2358 0.6041 -1.3444
H -1.3920 -1.0736 1.3895
H -2.0296 -1.5246 -0.2264
H -2.9377 -0.4218 0.8297
H -0.4182 1.1356 1.7703
H -1.3823 2.3379 0.8925
H 0.2436 1.9417 0.3153
H 1.4773 0.8612 -2.6344
H 0.7791 0.8903 -2.3744
C 2.1962 -0.8019 -0.4428
C 1.3863 -1.2108 0.5264
H 2.2743 -1.3354 -1.3874
H 2.8086 0.0921 -0.3430
H 1.3036 -0.6708 1.4682
H 0.7662 -2.0981 0.4180

18
Properties=species:S:1:pos:R:3 method="wB97M-V/def2-TZVPD" smiles=CC(C)[C@@H](C)O largest_force_ev_per_a=2.7 homo_ev=-10.234 e_lumo_ha=0.034
C -1.4203 1.3536 -0.2669
C -0.5785 0.1024 0.4029
C -1.2198 -1.2283 -0.0464
C 0.8720 0.2597 -0.0388
C 1.9046 -0.5581 0.7274
O 0.9107 -0.0603 -1.4261
H -1.3376 2.2332 0.3783
H -1.0375 1.6335 -1.2656
H -2.5175 1.2284 -0.4328
H -0.6662 0.1998 1.4913
H -0.6829 -1.8531 -0.7711
H -1.7487 -1.8416 0.6984
H -1.9062 -0.5982 -0.5690
H 1.0791 1.3278 0.1038
H 2.9143 -0.3055 0.3766
H 1.7520 -1.6320 0.5787
H 1.8704 -0.3395 1.7992
H 1.8122 0.0783 -1.7399

18
Properties=species:S:1:pos:R:3 method="wB97M-V/def2-TZVPD" smiles="C=CCCC.O" largest_force_ev_per_a=1.6 homo_ev=-9.710 e_lumo_ha=0.029
C -1.0061 -0.5594 2.5394
C 0.0779 -1.2174 2.2040
C 0.6357 -1.2912 0.7982
C -0.1651 -0.6496 -0.3115
C 0.7116 -0.2815 -1.5209
H -1.6400 -0.1477 1.7614
H -1.3648 -0.3319 3.5266
H 0.7931 -1.4722 2.9782
H 0.8040 -2.3661 0.6434
H 1.6517 -0.8786 0.8081
H -1.0136 -1.2555 -0.6332
H -0.4771 0.3274 0.0701
H 0.2216 -0.1426 -2.4758
H 1.5198 -1.0165 -1.6917
H 1.3157 0.6024 -1.2876
O -0.6862 3.3429 -2.8143
H -0.5375 3.0493 -1.8992
H -0.8407 4.2883 -2.6954

18
Properties=species:S:1:pos:R:3 method="wB97M-V/def2-TZVPD" smiles="C=C(C)CC.O" largest_force_ev_per_a=0.7 homo_ev=-9.694 e_lumo_ha=0.034
C -0.1948 -1.4935 -0.1180
C -0.2172 -0.3720 0.5806
C 0.2763 -0.2849 1.9804
C -0.8070 0.9121 0.0406
C -1.3164 0.8756 -1.4085
H 0.2117 -2.4187 0.2690
H -0.6514 -1.5784 -1.0920
H 0.9605 0.5544 2.1247
H 0.7797 -1.1906 2.3040
H -0.5253 -0.0853 2.6974
H -1.6359 1.1940 0.7054
H 0.0105 1.6501 0.0901
H -2.3172 0.4494 -1.4842
H -0.6352 0.3442 -2.0616
H -1.4046 1.9056 -1.7412
O 2.6207 0.1856 -1.1295
H 1.7994 0.0296 -0.6310
H 3.0462 -0.6773 -1.1262

19
Properties=species:S:1:pos:R:3 method="wB97M-V/def2-TZVPD" largest_force_ev_per_a=2.4 homo_ev="-0.033 / -2.912" e_lumo_ha="0.133 / 0.129" charge=-1 spin_multiplicity=2
C 0.6390 0.4177 2.0513
C 0.1604 -0.0621 0.8274
C 0.1285 -1.4580 0.4840
C -0.4373 -1.9220 -0.7023
C -0.2849 -3.2960 -1.2819
H 0.2814 1.3527 2.4589
H 1.0325 -0.3011 2.7593
H -0.0709 0.5891 -0.0034
H 0.9797 -2.0357 0.8460
H -1.0810 -1.2674 -1.2785
H -1.2293 -3.6441 -1.7082
H -0.0826 -4.0323 -0.4927
H 0.4872 -3.3539 -2.0625
H -1.7104 4.0473 0.5598
H -2.0828 3.6102 -0.8495
O -2.4551 3.7442 0.0304
H 1.6865 0.7007 -1.3321
H 2.0936 1.3942 -0.0687
O 2.1983 1.4602 -1.0326

19
Properties=species:S:1:pos:R:3 method="wB97M-V/def2-TZVPD" smiles=CCOCCOC largest_force_ev_per_a=0.5 homo_ev=-9.794 e_lumo_ha=0.041
C -0.4881 -3.3288 0.2238
C -0.9691 -1.9716 0.7005
O -0.4023 -1.0160 -0.1548
C -0.3347 0.2566 0.4147
C 0.2686 1.1595 -0.6352
O 0.4190 2.4354 -0.0854
C 1.0159 3.3045 -1.0050
H 0.6029 -3.4532 0.3153
H -0.7399 -3.4780 -0.8293
H -0.9754 -4.0925 0.8289
H -0.6558 -1.8273 1.7493
H -2.0702 -1.8415 0.6910
H -1.3436 0.6038 0.6967
H 0.3316 0.2326 1.2947
H 1.2506 0.7621 -0.9356
H -0.3650 1.1984 -1.5370
H 0.4106 3.4045 -1.9201
H 2.0221 2.9726 -1.3135
H 1.0893 4.2641 -0.4988

19
Properties=species:S:1:pos:R:3 method="wB97M-V/def2-TZVPD" smiles="C=CC(=C)C.O.O" largest_force_ev_per_a=3.2 homo_ev=-8.497 e_lumo_ha=0.020
C 1.8494 1.1706 -1.1481
C 1.7036 0.6165 0.0672
C 0.7751 -0.4264 0.5691
C 0.3880 -1.6028 0.1058
C 0.1772 0.0966 1.8882
H 1.0771 1.5196 -1.8144
H 2.8915 1.3274 -1.3986
H 2.3519 0.9201 0.9049
H -0.2617 -2.2753 0.6665
H 0.5597 -2.0133 -0.8899
H 0.8703 -0.1330 2.7003
H 0.0428 1.1789 1.8770
H -0.7686 -0.4045 2.0937
O -1.0924 0.6421 -2.0798
H -1.4077 0.9794 -1.2284
H -1.4491 1.3601 -2.6236
O -2.5414 -0.9625 0.5141
H -3.3205 -1.0965 -0.0364
H -1.8452 -0.8969 -0.1676

19
Properties=species:S:1:pos:R:3 method="wB97M-V/def2-TZVPD" smiles="C=CCC.C=O.O" largest_force_ev_per_a=0.5 homo_ev=-9.488 e_lumo_ha=0.021
C -0.5970 0.0558 -1.5903
C 0.3063 -0.4697 -0.7658
C 1.5961 0.2099 -0.3850
C 2.3913 -0.4768 0.7246
H -1.3997 -0.5482 -2.0022
H -0.5460 1.0921 -1.9203
H 0.1791 -1.4937 -0.4134
H 2.2042 0.2080 -1.2985
H 1.4182 1.2694 -0.1534
H 3.4131 -0.0853 0.7619
H 1.9296 -0.3522 1.7070
H 2.4571 -1.5544 0.5346
C -2.8490 0.1810 -0.1557
O -2.6886 1.0746 0.6441
H -2.5512 -0.8620 0.0482
H -3.3356 0.3629 -1.1299
O -0.4257 0.1194 1.9245
H 0.1394 0.8912 1.8038
H -1.2988 0.4459 1.6440

19
Properties=species:S:1:pos:R:3 method="wB97M-V/def2-TZVPD" smiles="C=CCC=C.O.O" largest_force_ev_per_a=1.3 homo_ev=-9.263 e_lumo_ha=0.029
C -1.8592 -1.2136 0.2296
C -0.9097 -0.2899 0.1559
C -0.5474 0.6704 1.2549
C 0.5829 1.6122 0.9694
C 0.5699 2.8860 0.6000
H -1.9037 -2.0044 -0.4999
H -2.6096 -1.0758 1.0057
H -0.4158 -0.1401 -0.8026
H -0.2737 0.1033 2.1501
H -1.4539 1.1695 1.6137
H 1.5417 1.1057 1.0789
H 1.4739 3.4735 0.7071
H -0.1626 3.3691 -0.0377
O 0.7687 -3.4930 0.0502
H 0.1240 -4.1974 -0.0843
H 0.3122 -2.9240 0.6823
O 1.3272 0.3902 -2.7131
H 2.1949 -0.0352 -2.7081
H 1.2403 0.5936 -3.6523